The following is a quantum chemistry calculation of a molecular structure, C54H56CsGeN8O6PSe2, from the Open Molecules 2025 dataset.

ORCA input file:
```
! RIJCOSX wB97M-V def2-TZVPD def2/J DEFGRID3
* xyz -2 1
O 1.409 -0.687 2.483
C -3.188 -1.723 -8.551
O -2.327 3.733 1.186
C -0.803 1.487 5.590
C -1.928 0.690 5.413
C 0.663 7.078 -0.446
H -5.480 3.353 -1.264
O -0.693 -1.479 2.365
C 2.094 -4.533 5.932
C -3.075 -3.830 4.250
C -1.918 6.310 0.144
H 2.042 2.423 -0.034
H 2.299 -4.798 4.901
H 3.727 -1.559 -7.648
H -0.210 8.722 -1.487
H 5.651 4.772 -3.297
C 0.744 -3.463 7.585
C 3.025 4.919 -1.115
H -2.913 1.139 5.421
H -3.005 1.804 1.451
C -4.273 -2.486 -8.131
C 2.762 -4.593 8.242
H 3.463 -4.895 9.011
N -4.348 0.331 -1.232
H 1.581 -0.904 5.369
H -5.101 -4.227 3.678
C 5.409 5.072 -0.729
C 3.461 -0.247 -1.535
H 4.342 3.585 -3.306
H -1.560 -5.027 7.029
N -4.656 1.773 0.466
H 1.255 4.545 1.541
C -2.119 -1.511 -7.696
Se -0.715 -3.097 -3.647
C 0.671 -2.380 -6.434
C -0.527 -1.275 5.198
C 2.834 1.696 0.146
C -4.277 -3.031 -6.856
H 1.486 -5.170 -8.186
H -4.867 2.698 0.800
H 0.981 4.333 -1.487
H -2.920 5.966 0.366
H 4.539 -0.214 -1.550
H 2.290 -2.272 -4.007
H 6.029 5.341 1.310
H -5.116 -2.642 -8.793
H -5.567 -5.642 5.659
N 1.521 5.197 0.803
N -3.728 1.096 1.305
C 0.456 0.906 5.577
C 0.562 -1.595 2.308
H -5.750 2.153 -2.496
C 3.898 5.299 1.114
C 0.454 5.924 0.322
H 1.668 5.340 -2.752
N -5.582 2.389 -1.531
H -0.122 -2.868 7.858
H -3.783 -6.040 7.329
H -2.880 -3.215 3.376
C -0.870 5.532 0.618
C 1.632 -3.857 8.576
Cs -0.426 1.170 1.804
H -0.691 -4.183 2.619
O -3.911 -0.985 -2.913
H 2.739 1.259 1.144
C -3.198 -2.828 -6.004
H 3.879 -5.487 6.643
C 0.251 -3.931 3.105
C 0.591 -0.465 5.390
C -4.845 1.485 -0.828
C -4.588 -5.196 5.527
C -1.787 -0.677 5.213
Ge -0.316 -3.196 4.851
H 0.940 -3.353 1.143
C 4.338 4.901 -1.600
C 2.725 -3.423 -8.011
C -1.708 7.461 -0.600
C -1.202 4.250 1.369
H 6.420 5.043 -1.120
H -2.546 8.047 -0.958
C 4.598 4.618 -3.055
H 0.757 -4.878 3.318
P -0.667 -1.761 -5.327
H 1.678 7.374 -0.680
C -0.404 7.833 -0.897
C 2.994 -4.926 6.916
H -3.355 0.339 0.729
H 3.998 5.258 -3.705
H 2.918 -3.203 -2.660
N 1.391 -0.786 -1.929
C -3.589 -5.417 6.464
H 1.880 -0.636 -6.260
H 2.139 -3.058 2.409
H -0.907 2.556 5.727
H 3.525 -3.829 -8.619
H 3.700 5.447 2.169
C 0.565 -3.659 -6.980
H -3.187 -3.249 -5.006
H 3.998 -2.121 -3.552
Se -0.429 0.333 -5.029
H 2.151 3.650 -2.602
C 1.581 -4.175 -7.768
C 2.654 -1.118 -2.241
O -0.297 3.805 2.131
O -5.581 0.350 -3.141
C 1.074 -3.032 2.180
C 1.812 -1.632 -6.685
C 2.811 5.167 0.252
N 1.314 0.242 -1.065
H -0.316 -4.254 -6.769
C -4.329 -4.401 4.418
H 3.811 2.164 0.044
N -4.611 -0.099 -2.500
H 1.448 -3.582 9.608
C -2.335 -4.841 6.293
C 2.575 0.580 -0.822
C 0.950 -3.801 6.246
H -2.676 -1.277 5.055
H -5.125 -3.612 -6.516
C -2.113 -2.070 -6.419
H -3.180 -1.288 -9.543
C 2.985 -2.238 -3.167
C 5.192 5.242 0.630
C 2.838 -2.153 -7.467
H 0.560 -1.230 -2.310
H 1.340 1.521 5.697
C 1.895 4.546 -2.034
H -1.283 -0.896 -8.009
C -2.061 -4.037 5.189
*
```

The energy above the lowest of the compared OMol25 structures with the same formula, charge and spin comes out at 28.10 kcal/mol. The HOMO energy is -2.7 eV. The calculated total energy comes out at -10222.25791 a.u.

Löwdin atomic charge list, values in e, 8 entries:
1. O -0.23
2. C -0.10
3. O -0.08
4. C -0.11
5. C -0.10
6. C -0.04
7. H 0.10
8. O -0.25



The following is a quantum chemistry calculation of a molecular structure, C54H60N3O2P2Se4Zr in a non-equilibrium geometry, from the Open Molecules 2025 dataset.

ORCA input file:
```
! RIJCOSX wB97M-V def2-TZVPD def2/J DEFGRID3
* xyz -1 1
C 4.754 0.559 0.077
H 3.249 0.422 -2.010
C 0.850 4.355 6.314
Zr -1.601 0.256 0.400
H -4.217 -0.669 -8.339
H -7.341 -3.462 -0.882
H -2.066 -8.484 -4.565
H -1.620 3.344 6.963
C -1.432 5.067 0.738
C -2.959 0.431 -5.392
C -6.613 -1.734 -1.937
C -1.233 4.245 2.016
H -1.426 4.913 7.750
C 3.506 -0.190 2.557
N -1.042 -1.523 -1.067
C 0.838 0.034 2.942
H -2.988 3.757 -0.083
C 5.138 0.649 4.932
H 4.424 -5.535 -4.915
H -3.599 5.080 0.906
H 1.224 -0.130 5.034
C 3.919 -4.616 -4.648
C 4.634 -1.800 4.957
H -2.587 4.716 6.423
H 1.695 -0.108 -1.333
P -2.811 -0.703 -2.853
C 3.391 -0.154 0.046
H -0.741 2.157 5.254
H -2.484 1.299 -4.955
C 4.652 -3.499 -4.282
C -0.513 4.814 5.780
C -4.223 -1.601 -2.186
H -4.650 -2.670 -6.952
O -1.526 2.212 0.820
C -2.836 4.803 0.172
H 2.108 -1.346 -3.680
C -1.114 2.123 3.157
C 1.660 -0.113 4.043
H -2.415 -6.968 -6.488
O 0.448 0.244 0.645
H 2.861 0.748 6.479
H 0.623 5.034 0.032
Se -1.066 0.199 3.122
C -0.584 -4.913 -4.507
C -0.801 4.144 4.435
H -5.618 -0.130 -2.927
H -1.445 7.099 0.051
C -3.190 -0.697 -4.616
H -1.455 -4.674 -6.439
N 0.367 -2.945 -1.874
Se -3.868 -0.320 1.228
H 1.963 -5.435 -4.966
C 1.325 0.070 1.631
C -0.495 6.337 5.668
C -3.805 -1.813 -5.186
H -5.086 -4.387 -0.487
H 1.649 4.606 5.612
H -3.086 -3.176 -1.281
C -4.180 -1.798 -6.516
H 4.560 -1.449 -3.642
C -0.433 -2.547 -2.907
Se -2.431 1.277 -2.128
H 3.860 -2.566 5.040
C 3.617 -1.646 -0.242
H 0.292 6.690 4.998
C -5.204 -3.463 -1.037
C -3.931 -0.674 -7.294
H 4.203 -2.103 0.561
H -0.919 5.929 3.277
H 2.562 -0.993 6.544
H 4.572 -0.306 2.404
C -0.976 4.851 3.247
C -0.396 -5.768 -3.419
C 2.527 -4.559 -4.673
C -5.494 -1.072 -2.404
C -6.468 -2.940 -1.255
H 0.880 3.274 6.474
C 3.331 -0.234 6.380
H 5.152 -1.955 4.008
C 2.709 -0.052 1.421
H -3.124 1.315 -7.337
H -3.997 -2.694 -4.586
H 5.810 0.560 5.792
H 2.665 -2.179 -0.325
C 3.993 -2.323 -3.938
C -0.925 -7.049 -3.447
C -4.076 -2.788 -1.490
H -0.311 6.770 6.655
C 4.018 -0.396 5.025
C -3.319 0.437 -6.735
H -0.778 -7.710 -2.601
C -1.601 4.422 6.788
C 3.035 -0.217 3.868
H 4.725 1.660 4.919
C -1.846 -6.635 -5.629
H 5.740 0.525 4.031
C -0.364 4.703 -0.304
C 1.869 -3.386 -4.329
C -1.305 2.845 1.974
H 4.163 -1.777 -1.180
H -2.991 5.413 -0.724
H -0.330 6.839 1.394
H -1.449 6.728 5.305
H 0.154 -5.425 -2.548
N -0.011 -2.330 -0.796
H -7.597 -1.311 -2.095
P 0.071 -3.217 -4.506
H 5.734 -3.543 -4.257
C 2.603 0.449 -1.124
H 4.070 -0.337 7.179
C -1.313 -5.351 -5.606
C -1.650 -7.484 -4.551
H 5.168 0.570 -0.935
H -0.320 3.633 -0.493
H 4.658 1.592 0.418
C -1.352 -1.655 -2.385
H 2.319 1.488 -0.944
H 5.357 -1.947 5.766
H -0.586 5.214 -1.247
Se -0.372 -2.131 -6.247
H 1.061 4.844 7.270
C 2.611 -2.265 -3.958
C -1.312 6.569 0.998
C -0.880 2.759 4.363
H 5.485 0.057 0.714
H -2.074 6.938 1.690
*
```

The energy above the lowest of the compared OMol25 structures with the same formula, charge and spin comes out at 0.00 kcal/mol. The HOMO energy is -4.1 eV. The calculated total energy comes out at -12744.27963 a.u.

Löwdin atomic charge list, values in e, 8 entries:
1. C -0.06
2. H 0.07
3. C -0.05
4. Zr 0.87
5. H 0.10
6. H 0.10
7. H 0.10
8. H 0.08



The following is a quantum chemistry calculation of 5 unconnected molecules or ions with the total composition C54H61BrF32INO8PS2 in a non-equilibrium geometry, from the Open Molecules 2025 dataset.

ORCA input file:
```
! RIJCOSX wB97M-V def2-TZVPD def2/J DEFGRID3
* xyz -1 1
F 8.374 -3.724 -2.452
H -0.106 -5.465 -0.954
H -3.560 3.690 9.422
C 2.616 -1.065 -3.601
H -0.579 6.567 2.105
F 10.021 -4.850 -1.617
C -1.846 2.427 4.923
C -5.628 3.097 -3.438
H -7.309 -2.300 -6.345
H -3.872 4.535 -3.957
H -6.214 -1.029 -7.241
C 1.118 -7.267 1.684
F 1.959 -6.491 2.394
F 7.194 -1.097 -4.848
F -5.827 -3.187 -10.000
H -0.759 -2.383 -8.714
C 1.709 3.333 -2.766
C -0.150 0.790 6.867
Br -1.133 2.473 -1.579
C -2.558 1.358 5.834
H 4.009 -3.550 0.101
F -3.968 2.540 14.084
N 2.036 2.006 6.163
F -4.987 1.416 12.529
F 6.617 -3.740 -4.202
O -4.452 -3.833 -8.397
C 1.289 6.580 3.319
F -1.439 -3.635 -6.522
S 3.749 2.611 4.074
H 4.933 -3.022 6.232
H 1.725 -0.161 4.177
C -6.187 3.025 9.789
H 1.098 5.485 -2.701
H -2.185 -0.274 7.457
H -3.411 2.871 -3.336
F -1.457 -3.668 -10.061
F 9.029 -2.171 -4.410
C -1.006 -3.444 -8.811
C 2.637 3.029 5.285
H -3.301 6.488 -2.213
C -6.852 -1.248 -6.310
C 4.118 0.745 -1.673
C -0.308 2.662 4.991
F -3.735 -2.713 -10.220
F 1.609 -8.531 1.767
O 8.041 -4.495 -5.782
C 4.336 -2.048 6.179
H -0.950 6.212 -2.506
H -3.148 0.989 13.136
H -0.277 -5.117 0.732
C 4.003 -1.553 -3.048
F 6.245 -3.314 -6.282
C -1.486 5.204 -2.303
H 7.289 -5.887 -4.398
H -6.102 3.745 -4.253
O -6.043 -1.145 -5.104
C 1.973 0.306 -3.189
H 5.770 -0.906 -1.604
S 2.265 4.845 5.457
P 1.060 5.440 0.591
C -3.774 1.860 12.927
C 3.497 -3.958 0.976
F 3.994 -3.360 2.085
F -2.220 -5.217 -7.788
H 0.480 0.181 7.593
C 4.542 -0.976 7.280
H -3.768 3.619 -0.960
C 7.229 -3.418 -5.358
C -2.006 -3.880 -7.740
H 8.519 -6.416 -5.494
F 0.162 -7.701 -0.405
H 0.952 0.605 -3.589
H 3.409 6.436 3.993
C 2.725 1.246 -2.213
H 0.749 6.749 0.025
H -4.947 1.533 -4.936
C 2.530 5.698 3.834
H -7.510 1.346 -3.125
C 7.997 -2.096 -5.280
H -0.172 4.879 2.698
O -0.514 4.956 -0.063
C -4.023 4.437 -1.730
C -3.636 2.603 9.497
C 4.757 -0.613 -2.069
C -5.428 1.550 -3.896
C -4.146 3.733 -3.167
O 2.270 2.496 -1.724
H 0.145 3.441 4.298
O 1.884 4.923 -0.875
C 2.722 0.701 6.077
H 4.464 -2.566 -3.325
C -5.079 2.094 9.296
F 3.811 -5.271 1.067
H -3.283 -2.112 -8.085
F 1.323 -4.129 1.984
H 4.694 1.388 -0.924
O -2.933 2.092 10.638
C 3.298 -1.722 5.055
H -5.177 -5.715 -10.250
C -2.892 5.574 -1.626
H -7.383 1.336 -4.966
C -4.415 -4.992 -10.554
C 0.579 1.861 5.975
C 8.231 -5.574 -4.858
F 1.726 -2.428 0.726
H 0.703 6.994 4.230
H -3.682 -3.080 -6.708
H -2.552 3.009 4.225
H -3.061 2.228 8.643
C -3.366 -3.151 -7.753
H 8.400 -1.820 -6.258
F -4.518 -4.794 -11.892
H 2.387 5.790 1.018
H -6.235 3.108 -2.452
C -1.677 0.519 6.808
H 2.849 5.018 2.974
H -6.512 -1.137 -2.990
H -4.784 1.030 -3.096
H -5.036 4.896 -1.439
C -0.484 4.348 -1.377
F -6.126 3.244 11.116
H -7.934 -1.136 -4.166
F -7.407 2.473 9.553
H 0.139 -7.257 2.172
C 0.303 5.834 2.298
F 9.949 -6.643 -3.685
C 9.366 -5.415 -3.825
H -1.593 4.697 -3.321
F 0.148 -4.150 -8.693
C 1.003 4.587 -1.995
C 3.763 0.365 7.200
F -3.203 -5.546 -10.335
O 1.421 -4.378 -0.259
C -6.912 0.912 -4.006
C 1.984 -3.745 0.874
H -6.153 3.989 9.274
C 1.012 -6.833 0.222
F 10.323 -4.606 -4.341
H -3.694 1.196 5.783
H 2.571 3.790 -3.363
H 1.709 7.499 2.777
F -5.254 1.919 7.953
H 3.934 1.146 8.023
C -3.127 2.758 11.868
H 2.067 -1.785 -4.315
H 0.998 2.802 -3.483
I 1.089 3.060 1.432
C 8.940 -4.945 -2.434
C -6.884 -0.700 -3.981
F -3.807 3.903 11.664
H -2.830 5.905 -0.537
F 2.204 -6.959 -0.410
H 5.247 -1.112 8.165
H 8.238 -5.648 -1.976
C 2.482 -0.389 5.004
H -7.722 -0.508 -6.235
C 0.460 -5.413 -0.020
H 3.166 -2.535 4.251
F -1.894 3.129 12.288
F -5.196 0.862 9.849
C -4.578 -3.672 -9.794
*
```

The HOMO energy is -4.9 eV. The calculated total energy comes out at -9955.56435 a.u.

Löwdin atomic charge list, values in e, 8 entries:
1. F 0.09
2. H 0.15
3. H 0.15
4. C -0.07
5. H 0.09
6. F 0.09
7. C -0.05
8. C -0.21